No. 1
The following is a quantum chemistry calculation of C5H8O2 as an isolated structure, from OMol25.

Summary:
- HOMO-LUMO gap (alpha / beta) (eV) = 8.7 / 8.0
- E_LUMO (alpha / beta) (eV) = 0.8 / 0.4

Atoms and positions in Å:
1 O -2.16 0.15 -0.26
2 C -1.28 -0.79 0.19
3 C -1.09 -2.00 -0.33
4 C 1.48 0.63 1.20
5 C 0.86 1.63 0.23
6 C 1.31 0.65 -0.78
7 O 1.91 -0.13 0.11
8 H -2.63 -0.20 -1.02
9 H -0.71 -0.42 1.04
10 H -0.34 -2.65 0.11
11 H -1.65 -2.38 -1.18
12 H 2.29 0.86 1.89
13 H -0.22 1.83 0.24
14 H 1.42 2.57 0.24
15 H 0.91 0.22 -1.69

Mulliken atomic charge list, values in e, 2 entries: atom 1 (O): -0.481, atom 2 (C): 0.104



No. 2
The following is a quantum chemistry calculation of an isolated ion of composition C5H11NO and charge +1 at a distorted geometry, from OMol25.

Summary:
- HOMO-LUMO gap (alpha / beta) (eV) = 11.3 / 6.3
- multiplicity = 2
- charge = +1
- E_LUMO (alpha / beta) (eV) = -4.1 / -9.1

Atoms and positions in Å:
1 O -1.43 -1.71 -0.39
2 C -1.99 -0.87 0.24
3 N -1.38 0.07 1.12
4 C -0.10 0.71 1.04
5 C 0.83 0.30 -0.09
6 C 1.51 -1.06 -0.09
7 C 0.29 0.87 -1.45
8 H -3.08 -0.74 0.19
9 H -1.98 0.35 1.90
10 H 0.32 0.53 2.05
11 H -0.23 1.80 0.98
12 H 1.65 1.01 0.04
13 H 0.86 -1.79 -0.57
14 H 1.69 -1.50 0.90
15 H 2.47 -0.99 -0.58
16 H -0.77 0.61 -1.53
17 H 0.41 1.95 -1.49
18 H 0.91 0.47 -2.26

Mulliken atomic charge list, values in e, 2 entries: atom 1 (O): -0.254, atom 2 (C): -0.032



No. 3
The following is a quantum chemistry calculation of a 2-piece molecular cluster, C4H6NO3S overall at a distorted geometry, from OMol25.

Summary:
- HOMO-LUMO gap (eV) = 7.1
- charge = -1
- E_LUMO (eV) = 3.7

Atoms and positions in Å:
1 C -0.30 1.42 -0.44
2 C -1.03 -0.96 0.50
3 C -1.14 -1.11 -1.02
4 C -0.39 -0.03 -0.32
5 N 0.08 1.89 0.90
6 O 2.89 0.51 0.00
7 O -0.23 2.16 -1.39
8 O 2.04 -1.64 0.79
9 S 2.13 -0.69 -0.30
10 H -1.93 -0.63 0.93
11 H -0.50 -1.57 1.13
12 H -0.69 -1.91 -1.62
13 H -2.12 -0.97 -1.47
14 H 0.24 1.04 1.51
15 H 0.96 2.49 0.82

Mulliken atomic charge list, values in e, 2 entries: atom 1 (C): 0.205, atom 2 (C): -0.603



Record-wise relative energy (zero: lowest compared OMol25 entry of this formula, charge and spin) values, in kJ/mol: 526.2 206.8 261.7